Record 1
{
  "formula": "C9H32O9V",
  "method": "the ωB97M-V functional and the def2-TZVPD basis",
  "lumo_energy_ev": -4.2,
  "homo_lumo_gap_ev": 7.728,
  "homo_ha": -0.4395,
  "charge": 1,
  "species": ["V", "O", "O", "O", "O", "O", "O", "O", "O", "O", "C", "C", "C", "C", "C", "C", "C", "C", "C", "H", "H", "H", "H", "H", "H", "H", "H", "H", "H", "H", "H", "H", "H", "H", "H", "H", "H", "H", "H", "H", "H", "H", "H", "H", "H", "H", "H", "H", "H", "H", "H"],
  "positions_angstrom": [[14.8201, 12.4261, 23.1544], [14.2718, 14.5239, 22.8797], [15.8947, 12.6888, 24.2990], [8.5735, 13.2321, 22.3546], [13.8197, 11.9752, 21.2315], [14.7883, 8.3479, 26.9181], [16.6720, 12.9556, 21.7838], [13.5754, 11.7941, 23.9623], [15.7664, 10.4033, 22.8459], [20.4661, 13.8461, 27.5042], [14.2216, 9.6700, 26.7971], [15.3745, 10.6439, 26.8122], [18.7985, 13.8585, 25.7672], [10.8249, 13.9545, 22.5040], [18.4214, 12.6468, 27.9919], [13.2069, 9.8878, 27.9208], [19.0473, 13.8284, 27.2644], [9.0773, 14.9614, 23.9826], [9.3680, 14.4046, 22.5962], [16.0621, 10.5405, 25.9803], [15.1633, 9.6471, 22.9092], [12.2177, 9.5265, 27.6338], [18.7190, 14.7785, 27.6892], [19.3665, 14.6756, 25.3244], [14.1391, 7.7285, 26.5693], [11.1022, 13.2435, 23.2816], [18.9708, 12.8847, 25.2971], [15.9325, 10.5327, 27.7541], [9.1547, 15.1339, 21.8085], [14.3456, 11.7012, 20.4637], [13.8472, 14.9428, 23.6460], [19.0245, 11.7402, 27.9261], [18.3084, 12.8889, 29.0468], [14.4917, 15.2447, 22.2753], [17.5786, 12.6369, 21.8887], [12.9138, 11.6839, 21.0477], [7.7291, 13.5028, 21.9807], [17.7601, 14.0672, 25.4795], [13.5277, 9.3932, 28.8336], [9.5337, 15.9456, 24.1176], [9.5032, 14.3158, 24.7547], [16.6251, 10.0343, 22.6027], [8.0083, 14.9945, 24.1877], [16.7638, 13.8757, 21.5010], [20.8441, 12.9967, 27.2565], [13.7021, 9.7372, 25.8343], [17.4531, 12.4192, 27.5404], [13.0590, 10.9539, 28.1213], [11.0157, 13.4785, 21.5378], [15.0650, 11.6785, 26.9940], [11.4784, 14.8319, 22.5448]],
  "forces_ev_per_angstrom": [[0.2004, -1.1829, 3.4680], [-0.1883, -0.1097, 0.2376], [-1.2459, 0.0409, -1.2178], [0.1604, 0.1428, -0.0960], [0.4272, -0.1090, -0.7524], [-0.0882, 0.2191, -0.4292], [-0.2024, 0.2299, -0.7570], [1.5422, 1.1500, -1.5077], [-0.5721, -0.1293, -0.3210], [-0.1443, 0.2787, 0.0587], [-0.0928, -0.3134, 0.1086], [0.2124, 0.4669, 1.6100], [-0.8473, 0.0816, -0.4061], [0.0693, 0.3289, -0.5973], [-0.4043, 0.3036, -0.1805], [-0.2141, 0.5488, -0.3038], [0.8861, -0.2411, -0.0610], [0.1326, 0.0223, 0.1744], [0.0742, -0.7823, 0.2925], [-0.0572, 0.0868, -0.1261], [0.0577, 0.2130, 0.1286], [0.0868, -0.2853, 0.0794], [-0.1641, -0.1100, 0.0648], [0.3795, -0.3067, -0.1137], [0.0556, -0.0854, 0.1711], [-0.1582, 0.0622, 0.1584], [0.5493, 0.1073, 0.0178], [0.1752, -0.6874, -0.2531], [0.0893, 0.1063, 0.1198], [-0.1130, 0.1350, 0.1486], [0.0912, -0.2341, -0.0936], [0.1538, 0.0701, -0.1744], [-0.1100, -0.1285, 0.0303], [0.0165, -0.2652, -0.0561], [-0.1719, -0.0019, 0.2179], [0.0765, 0.1478, 0.3859], [-0.0056, -0.0361, 0.1147], [-0.0843, 0.0228, 0.5233], [0.0770, -0.0078, 0.0321], [-0.2121, 0.0458, -0.0524], [0.0234, -0.1273, -0.1323], [-0.0076, 0.2925, 0.1402], [-0.0233, 0.2788, -0.1578], [0.0810, -0.1615, 0.0177], [-0.0939, -0.0630, -0.0217], [0.0147, 0.0884, -0.0231], [-0.0880, 0.0097, 0.2585], [0.1503, -0.0615, 0.0399], [-0.1227, 0.0172, -0.0180], [-0.3605, -0.0064, -0.9237], [-0.0107, -0.0613, 0.1773]],
  "mulliken_charge": [1.032, -0.360, -0.232, -0.561, -0.411, -0.570, -0.397, -0.565, -0.338, -0.557, 0.720, -1.368, -1.035, -1.039, -0.794, -1.484, 0.330, -1.225, 0.347, 0.310, 0.287, 0.376, 0.253, 0.389, 0.335, 0.328, 0.263, 0.482, 0.332, 0.328, 0.290, 0.371, 0.317, 0.263, 0.302, 0.292, 0.334, 0.188, 0.341, 0.342, 0.303, 0.252, 0.329, 0.276, 0.334, 0.103, -0.048, 0.322, 0.222, 0.415, 0.277]
}



Record 2
{
  "formula": "F2HNS",
  "method": "the ωB97M-V functional and the def2-TZVPD basis",
  "lumo_energy_ev": [-3.6, -2.9],
  "homo_lumo_gap_ev": [6.451, 8.555],
  "de_lowest_kcal_mol": 108.49,
  "homo_ha": [-0.3678, -0.4198],
  "species": ["S", "F", "F", "N", "H"],
  "positions_angstrom": [[-0.1362, -0.2455, -0.2135], [-1.0276, -2.0890, 1.1387], [-0.3204, 2.0794, -0.8431], [0.5954, 1.1080, -0.3658], [0.8887, -0.8529, 0.2837]],
  "forces_ev_per_angstrom": [[-3.2998, -1.9165, -0.0554], [0.9233, 1.7820, -0.9740], [0.8373, -1.3728, 0.3987], [0.1273, 2.2150, 0.1256], [1.4119, -0.7077, 0.5052]],
  "nbo_charge": [0.877, -0.641, -0.211, -0.179, 0.154]
}



Record 3
{
  "formula": "C20H16IN5O4S2SeTl",
  "method": "the ωB97M-V functional and the def2-TZVPD basis",
  "lumo_energy_ev": [-0.7, 0.0],
  "homo_lumo_gap_ev": [4.553, 5.227],
  "de_lowest_kcal_mol": 0.00,
  "homo_ha": [-0.1924, -0.1928],
  "charge": -1,
  "species": ["Tl", "I", "Se", "S", "S", "O", "O", "O", "O", "N", "N", "N", "N", "N", "C", "C", "C", "C", "C", "C", "C", "C", "C", "C", "C", "C", "C", "C", "C", "C", "C", "C", "C", "C", "H", "H", "H", "H", "H", "H", "H", "H", "H", "H", "H", "H", "H", "H", "H", "H"],
  "positions_angstrom": [[11.2906, 6.2339, 10.0755], [12.8029, 3.6310, 10.9070], [8.6500, 4.5005, 11.3577], [14.3353, 8.4780, 9.1547], [16.8503, 7.2347, 9.5164], [5.5213, 6.7002, 3.8518], [8.4147, 7.4750, 9.3347], [9.8362, 5.0813, 8.0194], [5.0235, 8.8222, 4.3561], [14.5237, 8.9156, 12.0731], [5.5982, 7.6860, 4.5924], [12.4328, 9.5168, 13.8758], [15.7155, 8.5867, 11.5181], [7.8563, 5.4397, 15.8938], [16.1449, 5.5943, 9.5775], [6.9822, 5.0995, 13.6523], [7.9952, 6.4980, 7.0761], [7.7807, 7.4626, 8.2552], [15.5803, 8.2788, 10.2134], [7.2035, 6.5933, 5.9698], [5.9527, 8.5095, 6.9312], [9.0940, 5.5288, 7.1188], [6.6697, 8.4190, 8.0949], [6.8513, 5.3331, 15.0743], [14.6850, 9.2132, 13.3297], [13.6934, 9.7176, 14.1966], [11.4569, 9.4952, 14.7633], [13.9986, 10.3615, 15.3998], [8.2653, 4.7924, 13.1933], [13.0392, 10.3609, 16.3984], [9.3504, 4.9180, 14.0425], [11.6619, 10.0109, 16.0417], [9.0737, 5.2541, 15.3766], [6.2884, 7.5981, 5.8251], [7.3694, 5.8560, 5.1374], [9.8385, 5.2481, 16.1565], [6.4323, 8.9936, 9.0017], [15.0145, 10.7461, 15.5439], [10.3613, 4.7053, 13.7056], [15.6559, 8.9847, 13.8001], [16.3583, 5.0700, 8.6793], [5.8206, 5.4960, 15.4597], [6.0815, 5.1402, 12.9667], [16.7478, 5.0340, 10.2964], [15.0882, 5.7153, 9.7903], [5.1599, 9.1790, 6.7202], [13.2988, 10.5145, 17.4616], [10.8309, 10.1285, 16.7540], [10.4465, 9.1091, 14.4071], [9.3043, 5.1253, 6.1088]],
  "forces_ev_per_angstrom": [[-0.2417, -0.0259, -0.0748], [-0.0686, 0.1031, 0.0169], [-0.2513, -0.0856, -0.3118], [-0.8097, 0.0883, -0.9330], [0.6922, 1.3432, -0.9264], [0.1264, 1.2367, 0.3332], [-0.0616, -0.4986, -1.1820], [-1.3104, 1.3115, -0.7785], [1.2999, -2.9659, 0.1103], [-0.3841, 1.7756, 1.5850], [-1.8816, 2.0157, -0.3574], [-0.7198, -2.3423, -0.9586], [0.2431, -2.0044, -3.1713], [0.4119, -0.1531, 0.2800], [0.4096, 0.0882, 1.0073], [-0.6626, -0.2355, 1.1200], [1.3369, 0.8554, 3.6504], [-0.2591, -0.5529, -0.1288], [1.0789, -0.3694, 4.2340], [0.6617, -0.9601, -1.5063], [1.8086, -1.6430, -0.7408], [0.5553, -0.7420, 0.1519], [-0.3545, -0.2221, -0.5229], [-1.8264, 0.3681, -2.7059], [1.9156, -0.7472, -2.0993], [-2.0490, 1.4537, 0.9936], [-1.0253, 1.2596, 0.0091], [0.7808, -0.6877, 0.6906], [-0.4465, 0.9146, -0.9095], [-2.3005, -0.1226, -0.2613], [-0.0934, 0.0405, 1.7661], [1.7723, -0.1523, 0.8871], [0.7691, -0.8042, 0.1315], [-0.7452, 0.7388, 0.9560], [-0.2446, 0.9432, 0.7912], [0.2256, 0.2676, -0.5581], [0.1083, -0.1169, -0.6110], [-0.2888, -0.4850, 0.3249], [-0.1285, 0.1421, 0.0739], [-0.0914, 0.4480, -0.3644], [-0.3159, -0.0366, -1.2205], [0.8452, -0.1022, -0.0981], [1.2820, -0.2448, 1.0023], [-0.7135, 0.1243, 0.5581], [-0.0188, -0.6848, 0.1751], [-0.5952, 0.6466, 0.1984], [-0.2277, 0.5697, -0.8259], [0.6407, -0.4107, -0.2190], [1.3364, 0.7894, 0.5073], [-0.1849, -0.1283, -0.0885]],
  "nbo_charge": [0.721, -0.821, 0.284, 0.252, 0.333, -0.415, -0.662, -0.635, -0.473, -0.228, 0.505, -0.392, -0.342, -0.432, -0.738, -0.258, -0.335, 0.489, -0.187, -0.094, -0.146, 0.430, -0.307, 0.045, 0.057, 0.130, 0.037, -0.234, -0.245, -0.176, -0.264, -0.259, 0.030, -0.092, 0.237, 0.193, 0.217, 0.216, 0.251, 0.177, 0.229, 0.185, 0.236, 0.231, 0.269, 0.233, 0.219, 0.220, 0.206, 0.101]
}



Record 4
{
  "formula": "C3H5NO",
  "method": "the ωB97M-V functional and the def2-TZVPD basis",
  "lumo_energy_ev": -0.9,
  "homo_lumo_gap_ev": 8.484,
  "de_lowest_kcal_mol": 122.78,
  "homo_ha": -0.3455,
  "species": ["O", "N", "C", "C", "C", "H", "H", "H", "H", "H"],
  "positions_angstrom": [[1.4781, -0.2913, 1.2619], [-1.0867, -0.1441, -0.2657], [1.6785, 0.5712, -0.6691], [2.2962, -0.1627, 0.3333], [-2.3130, 0.1408, -0.1314], [-2.8586, 0.1367, 0.8202], [-2.8881, 0.4143, -1.0193], [3.3636, -0.4276, 0.4085], [-0.6362, -0.3590, 0.6267], [0.9663, 0.1217, -1.3649]],
  "forces_ev_per_angstrom": [[0.1657, 0.0072, -0.1226], [-0.4561, 0.0656, 0.1805], [0.0287, 0.0305, 0.0445], [-0.0552, 0.1014, 0.0519], [0.1904, -0.0350, -0.1477], [0.1609, -0.0073, -0.0856], [0.0333, -0.0448, 0.1021], [-0.1627, -0.0554, -0.0625], [-0.0738, -0.0088, -0.0542], [0.1690, -0.0533, 0.0935]],
  "nbo_charge": [-0.570, -0.629, 0.011, 0.190, -0.031, 0.149, 0.158, 0.151, 0.364, 0.206]
}